41
Properties=species:S:1:pos:R:3 method="wB97M-V/def2-TZVPD" orbital_gap_ev=3.56 spin_multiplicity=1 e_tot_ha=-897.92893 homo_energy_ev=-5.952 de_lowest_kcal_mol=103.3
C -1.510 2.343 2.732
C -0.275 2.931 1.911
O -0.029 4.169 2.065
N 0.628 2.189 1.027
C -0.053 1.193 0.169
C -0.277 -0.280 0.763
C 0.372 -0.600 2.184
C 1.609 -1.654 2.127
C 3.022 -0.937 1.937
N 3.231 -0.339 0.567
C 3.380 0.105 3.126
O 3.447 -0.387 4.299
O 3.628 1.433 2.804
H -2.494 2.672 2.255
H -1.464 2.760 3.808
H -1.532 1.208 2.835
H 1.478 1.837 1.501
H -1.058 1.630 -0.213
H 0.596 1.082 -0.788
H -1.401 -0.509 0.807
H 0.164 -1.043 0.011
H 0.684 0.300 2.809
H -0.440 -1.146 2.806
H 1.409 -2.488 1.371
H 1.617 -2.159 3.168
H 3.823 -1.771 2.021
H 3.791 -1.002 0.000
H 2.337 -0.125 0.109
C -2.564 -2.447 -3.983
C -2.150 -1.451 -2.948
O -1.877 -1.693 -1.805
N -2.041 -0.039 -3.245
C -0.992 0.339 -4.236
H -3.033 -3.300 -3.492
H -3.290 -2.000 -4.668
H -1.689 -2.784 -4.542
H -2.957 0.274 -3.577
H -1.850 0.369 -2.320
H -1.476 0.873 -5.054
H -0.483 -0.549 -4.611
H -0.281 0.995 -3.734